Molecular formula: C13H38O6
Method: DFT, ωB97M-V with the def2-TZVPD basis set

Geometry as XYZ:
```
57
Properties=species:S:1:pos:R:3
C 0.9306 -2.9479 3.1983
C 2.3683 -2.6988 2.7216
C 2.4619 -2.6657 1.2150
O 2.8172 -1.3978 3.1517
H 0.3237 -3.4133 2.4208
H 0.4686 -2.0085 3.4922
H 0.9160 -3.6290 4.0527
H 3.0537 -3.4408 3.1357
H 2.4256 -3.6383 0.7240
H 3.3734 -2.1676 0.8760
H 1.6442 -2.0767 0.7899
H 2.9771 -1.4017 4.1001
C -4.2121 -1.9224 0.2030
C -2.7556 -2.3327 0.1288
C -1.8464 -1.4286 0.9210
O -2.5583 -3.6696 0.6192
H -4.8656 -2.6915 -0.2185
H -4.3922 -1.0234 -0.3927
H -4.5403 -1.6965 1.2195
H -2.4570 -2.3063 -0.9297
H -1.9358 -0.3765 0.6404
H -0.7898 -1.6814 0.8098
H -2.0678 -1.5039 1.9889
H -3.3958 -4.1388 0.5783
C 2.1374 1.5836 -2.1294
C 1.3750 0.4690 -2.8060
C 2.2697 -0.5853 -3.4205
O 0.4975 -0.1175 -1.8205
H 2.8396 2.0189 -2.8408
H 2.6900 1.1825 -1.2780
H 1.4827 2.3811 -1.7826
H 0.7331 0.8842 -3.5947
H 3.0696 -0.1289 -4.0063
H 1.7248 -1.2814 -4.0582
H 2.7776 -1.1550 -2.6346
H -0.0163 -0.8002 -2.2648
C -3.2454 4.6218 -1.3794
C -2.5589 3.3052 -1.1007
C -1.5638 2.9508 -2.1895
O -1.9137 3.4586 0.1631
H -3.7700 4.9929 -0.5011
H -3.9440 4.5412 -2.2163
H -2.5071 5.3833 -1.6444
H -3.2967 2.4989 -0.9986
H -2.0768 2.8061 -3.1433
H -0.9633 2.0808 -1.9250
H -0.8609 3.7777 -2.3373
H -1.2287 2.7809 0.2922
C 1.0533 0.7839 1.3252
O 0.0274 1.3923 0.5253
H 0.5981 0.1614 2.0953
H 1.6948 0.2009 0.6649
H 1.6719 1.5568 1.7839
H 0.0232 0.8728 -0.2934
O 4.4443 1.5557 2.4937
H 3.7550 0.8786 2.5140
H 5.1371 1.2056 3.0615
```

Calculated values
- Energy relative to the best compared isomer or geometry (same formula, charge and spin): 0.0 kJ/mol
- Multiplicity: 1
- SMILES: CC(C)O.CC(C)O.CC(C)O.CC(C)O.CO.O

---

Molecular formula: C13H38O8S6
Method: DFT, ωB97M-V with the def2-TZVPD basis set

Geometry as XYZ:
```
65
Properties=species:S:1:pos:R:3
O -9.1636 -5.6944 -23.2271
S -10.4420 -6.3800 -23.2405
O -11.0303 -6.8765 -24.4759
O -10.3362 -7.6646 -22.2478
C -11.2672 -8.7397 -22.4643
C -11.0081 -9.6836 -21.2742
C -11.5898 -5.3615 -22.2713
H -11.0250 -9.2678 -23.3840
H -12.2763 -8.3343 -22.3996
H -11.3645 -9.1618 -20.3867
H -9.9743 -10.0021 -21.2134
H -11.6735 -10.5395 -21.4226
H -11.4876 -4.4298 -22.8397
H -11.0610 -5.1084 -21.3555
H -12.5751 -5.8035 -22.1893
C -16.7144 -9.0972 -21.8875
S -14.9442 -8.9285 -21.6328
O -14.4992 -7.4899 -21.5472
C -14.7532 -9.7223 -19.9827
H -17.0493 -10.0639 -22.2661
H -16.9243 -8.4771 -22.7646
H -17.3496 -8.7521 -21.0701
H -15.5941 -9.5307 -19.3211
H -13.7927 -9.5920 -19.4824
H -14.6915 -10.8045 -20.1500
C -14.1014 -6.2460 -24.9409
S -14.5836 -7.7171 -25.9137
O -15.6340 -8.4239 -25.0838
C -15.4537 -6.8466 -27.2559
H -13.2471 -5.7375 -25.3820
H -13.8510 -6.6522 -23.9586
H -14.9095 -5.5381 -24.7461
H -15.6173 -7.5680 -28.0528
H -14.7717 -6.0624 -27.5866
H -16.3968 -6.4124 -26.9324
C -12.3759 -13.2294 -19.2634
S -10.8035 -12.5737 -18.6245
O -11.1059 -11.5539 -17.5728
C -10.3816 -14.0881 -17.7234
H -13.0970 -13.2227 -18.4429
H -12.2717 -14.2484 -19.6282
H -12.7595 -12.5777 -20.0469
H -10.9554 -14.1691 -16.8024
H -9.3259 -14.0872 -17.4283
H -10.3781 -14.9984 -18.3286
C -17.8453 -5.8026 -23.5079
S -16.7859 -5.1581 -22.1674
O -16.2724 -3.8479 -22.6284
C -18.1897 -4.9499 -20.9699
H -18.6718 -5.1164 -23.7041
H -18.2786 -6.7207 -23.0986
H -17.3693 -6.0915 -24.4404
H -18.9786 -4.4371 -21.5243
H -17.8994 -4.3314 -20.1247
H -18.5388 -5.9220 -20.6271
C -16.0033 -6.7744 -17.8361
S -15.8758 -6.5206 -16.0439
O -14.8732 -7.4875 -15.4919
C -14.9860 -4.9350 -16.1456
H -16.3833 -7.7641 -18.0835
H -15.0227 -6.7204 -18.3121
H -16.6768 -6.0094 -18.2218
H -13.9100 -5.0969 -16.1962
H -15.1148 -4.4584 -15.1685
H -15.3851 -4.2432 -16.8843
```

Calculated values
- Multiplicity: 1

---

Number 1: E_tot -26381.911 eV, gap between HOMO and LUMO 9.93 eV. Number 2: E_tot -95483.148 eV, gap between HOMO and LUMO 9.10 eV.